# 1
Formula: C21H53BN8O8PS2
Source: OMol25
Level of theory: ωB97M-V/def2-TZVPD

Values from the calculation:
Electronic energy = -82565.426 eV
Gap between HOMO and LUMO = 6.9 eV
Multiplicity = 1
Max |F| = 3.63 eV Å⁻¹
Highest occupied orbital energy = -10.208 eV
Charge = +1

Each line ends with the Mulliken charge.
Geometry (Å):
S: 2.95666 1.81948 0.06662  -0.05
S: -1.95573 1.89107 -3.08053  -0.15
P: 3.33836 -2.40295 -3.40069  0.79
O: -4.36159 -1.50920 -2.87742  -0.42
O: -7.46179 0.54213 -5.46584  -0.33
O: 4.32819 -1.95162 -4.34788  -0.58
O: 2.12526 1.23572 4.15907  -0.45
O: 3.97577 -3.43132 -2.30122  -0.50
O: 5.61213 -0.10609 -2.26752  -0.53
O: 4.81431 -1.26375 6.79781  -0.33
O: 2.08968 -3.19655 -4.08039  -0.46
N: -7.45435 -1.57013 -3.36537  -0.31
N: 1.32747 -0.61530 -2.45197  -0.48
N: 2.35495 0.65687 -1.05764  0.08
N: -0.08956 2.08218 -0.38873  -0.37
N: 5.24729 -0.95572 -0.02776  0.23
N: 1.92051 -0.56776 6.70893  -0.30
N: 0.01546 1.05949 -1.31152  0.17
N: 3.24779 -0.21766 -1.53611  0.49
C: -8.51458 0.31398 -4.53198  -0.81
C: -0.64814 2.93392 -3.82254  -0.45
C: 5.17427 -0.29849 7.77320  -0.74
C: 2.59579 -1.01210 -2.43264  -0.11
C: -6.68700 -2.04449 -2.21658  -0.95
C: 1.27115 0.11206 4.33318  0.12
C: -7.95731 -0.20717 -3.21908  -0.15
C: 1.11817 0.41173 -1.59902  0.87
C: 3.75438 -2.12218 7.21378  -0.83
C: -7.48861 -0.34281 -6.57292  -0.74
C: -4.41347 -0.59938 -3.96704  -0.63
C: 6.29025 -0.09169 0.58813  -0.82
C: -5.37362 -1.32799 -1.89777  -0.32
C: 0.28259 2.57304 2.00813  -0.82
C: -0.55488 4.31919 -3.10926  -0.96
C: -1.23526 0.62083 -1.97991  -0.90
C: 2.50790 -1.86495 6.38592  -0.06
C: 4.20988 -1.25843 0.98158  -1.11
C: -0.40662 1.61418 0.98761  -0.46
C: 3.50818 0.96358 4.33192  -0.69
C: 0.87024 -0.14856 5.78581  -1.19
B: 4.72017 -0.42070 -1.23984  0.17
H: -1.95226 0.44932 -1.15488  0.31
H: -0.08994 5.07609 -3.76862  0.37
H: 1.69119 -0.77582 3.84513  0.23
H: -5.00765 -1.01136 -4.78530  0.26
H: -7.24396 -1.36574 -6.26848  0.31
H: -4.80119 0.37867 -3.67108  0.28
H: 0.08808 0.62772 1.08634  0.39
H: -0.45899 2.83104 2.78450  0.33
H: -6.73572 -0.00809 -7.28591  0.24
H: 3.77139 -0.05309 4.02800  0.30
H: -3.39668 -0.46731 -4.33941  0.32
H: 3.80937 1.13736 5.36587  0.21
H: 4.38056 0.44364 7.90798  0.31
H: -7.32881 -2.02204 -1.33013  0.42
H: 3.31690 -1.74813 0.55270  0.24
H: 5.40225 -0.77302 8.73084  0.35
H: 2.79580 -1.92236 5.32788  0.05
H: -8.46445 -0.32764 -7.06540  0.35
H: -0.70320 2.82530 -0.70937  0.24
H: 7.29441 -0.55593 0.57832  0.28
H: 5.91972 0.80717 -2.15057  0.34
H: 6.06779 0.21546 7.42022  0.24
H: 2.64995 0.13407 6.70106  0.08
H: -6.86115 -1.61477 -4.18442  0.10
H: 6.06950 0.15897 1.63905  0.24
H: 0.63359 3.50512 1.53356  0.36
H: 4.61935 -1.98017 1.71881  0.45
H: -1.49285 1.49895 1.14309  0.44
H: -7.16393 0.48052 -2.89981  0.13
H: -4.97914 -1.77517 -0.98005  0.38
H: 4.08798 -3.14708 7.02722  0.40
H: -8.98601 1.28362 -4.34681  0.39
H: 3.41753 -4.22204 -2.22493  0.30
H: 0.33178 2.44037 -3.92484  0.25
H: 2.22247 -4.14323 -3.90367  0.30
H: 3.54973 -2.03053 8.28363  0.41
H: -5.51684 -0.26342 -1.67731  0.33
H: 1.12585 2.07196 2.51944  -0.08
H: -0.98976 3.15096 -4.85199  0.40
H: -8.74760 -0.19650 -2.46297  0.39
H: -9.28017 -0.35475 -4.93455  0.40
H: 1.77353 -2.65020 6.58633  0.40
H: -0.00455 4.25705 -2.15534  0.20
H: 3.91141 -0.37804 1.58486  0.38
H: 6.37886 0.83956 0.00189  0.31
H: 0.35360 0.35101 3.78533  0.21
H: -1.58162 4.69035 -2.93291  0.31
H: 4.05919 2.39155 -0.51084  0.13
H: -1.12152 -0.34163 -2.49731  0.50
H: -6.45316 -3.09505 -2.40854  0.38
H: 0.45221 0.77881 6.18630  0.44
H: 4.06728 1.66623 3.70915  0.35
H: 0.06559 -0.89022 5.80542  0.43



# 2
Formula: CH2O3PS
Source: OMol25
Level of theory: ωB97M-V/def2-TZVPD

Values from the calculation:
Electronic energy = -27337.047 eV
Gap between HOMO and LUMO = 7.3 eV
Multiplicity = 1
Max |F| = 3.43 eV Å⁻¹
Energy relative to the best compared isomer or geometry (same formula, charge and spin) = 44.3 kcal/mol
Highest occupied orbital energy = -3.595 eV
Charge = -1

Each line ends with the Mulliken charge.
Geometry (Å):
S: -1.80232 -1.14495 1.24342  -0.53
P: -2.94460 0.22896 -0.40373  0.04
O: 0.00469 0.58293 -0.75586  -0.57
O: -1.26478 1.70214 1.48120  -0.51
O: -2.37293 0.01546 -1.70775  -0.44
C: -1.77051 0.83230 0.83636  0.44
H: 0.95410 0.63929 -0.72811  0.25
H: -0.23517 -0.15115 -0.10629  0.32



# 3
Formula: C12H22O2
Source: OMol25
Level of theory: ωB97M-V/def2-TZVPD

Values from the calculation:
Electronic energy = -16893.904 eV
SMILES = C[C@H]1CC(C)(C)CC2(C1)OCCCO2
Gap between HOMO and LUMO = 10.3 eV
Multiplicity = 1
Max |F| = 4.01 eV Å⁻¹
Energy relative to the best compared isomer or geometry (same formula, charge and spin) = 76.0 kcal/mol
Highest occupied orbital energy = -9.425 eV

Each line ends with the Mulliken charge.
Geometry (Å):
O: -1.25717 1.45452 0.15930  -0.47
O: 0.12492 0.96821 2.00512  -0.46
C: 1.33373 -0.07509 -1.37438  2.64
C: -0.17857 0.57644 0.59965  1.58
C: 0.30784 -1.92232 0.13972  0.44
C: 1.17575 0.86340 -0.18567  -2.08
C: -1.79150 2.38902 2.20818  -0.67
C: 0.24276 0.25751 -2.41489  -1.66
C: -0.81727 -0.82466 0.42101  -1.62
C: -2.30372 1.68104 1.04869  -0.49
C: -0.96332 1.32774 2.89013  -0.51
C: 2.73419 0.30852 -1.91673  -2.11
C: -0.55702 -3.16647 -0.27318  -1.65
C: 1.47619 -1.46230 -0.93339  -1.54
H: -3.06852 2.25706 0.52786  0.38
H: -0.54861 1.69522 3.80540  0.39
H: -1.24835 -2.80737 -1.02426  0.36
H: 1.26121 1.92380 -0.46829  0.36
H: 1.94482 0.64725 0.50659  0.39
H: 0.77403 -2.26271 1.07873  0.42
H: -2.55157 2.74005 2.82039  0.47
H: -1.53607 0.38703 3.16993  0.26
H: -1.51002 -0.72947 -0.45032  0.40
H: -1.09155 3.17669 1.88907  0.26
H: -1.39324 -1.19838 1.27820  0.51
H: -2.76816 0.80601 1.45565  0.28
H: 1.53231 -2.05257 -1.91243  0.47
H: 2.49843 -1.60749 -0.58375  0.36
H: 0.18255 -3.86925 -0.64017  0.44
H: 3.62351 0.01845 -1.31176  0.42
H: 0.62461 0.36465 -3.41031  0.48
H: -0.30441 1.23229 -2.25839  0.18
H: -1.17706 -3.54755 0.49579  0.42
H: 2.84593 -0.34599 -2.77806  0.54
H: 2.75872 1.38627 -2.15554  0.41
H: -0.37535 -0.58955 -2.40788  0.42



# 4
Formula: C4H9N3O
Source: OMol25
Level of theory: ωB97M-V/def2-TZVPD

Values from the calculation:
Electronic energy = -10808.093 eV
Gap between HOMO and LUMO = 9.3 eV
Multiplicity = 1
Max |F| = 1.32 eV Å⁻¹
Energy relative to the best compared isomer or geometry (same formula, charge and spin) = 100.8 kcal/mol
Highest occupied orbital energy = -8.440 eV

Each line ends with the Mulliken charge.
Geometry (Å):
O: 1.41505 -1.22654 0.66214  -0.56
N: 0.16032 0.28815 -0.65070  -0.71
N: -0.70823 0.53554 0.46701  0.07
N: -1.20293 -1.07138 2.01024  -0.81
C: -1.38175 1.82783 0.27166  -0.94
C: 1.11548 -0.54461 -0.45515  0.65
C: -1.63292 -0.70462 0.91718  0.12
C: 2.06614 -0.83069 -1.57229  -0.94
H: -0.38852 0.18659 1.62788  0.54
H: 3.08578 -0.62403 -1.24235  0.27
H: -2.03586 2.00546 1.12484  0.41
H: -1.96221 1.80742 -0.65101  0.30
H: -0.63541 2.61832 0.20602  0.29
H: 2.01297 -1.88878 -1.83564  0.26
H: 0.70156 -1.20912 1.33300  0.39
H: 1.82547 -0.22103 -2.43879  0.31
H: -2.43493 -0.94851 0.22595  0.35



# 5
Formula: C11H34N2O11
Source: OMol25
Level of theory: ωB97M-V/def2-TZVPD

Values from the calculation:
Electronic energy = -37457.034 eV
SMILES = NC(N)=O.OCCO.OCCO.OCCO.OCCO.OCCO
Gap between HOMO and LUMO = 9.5 eV
Multiplicity = 1
Max |F| = 7.24 eV Å⁻¹
Energy relative to the best compared isomer or geometry (same formula, charge and spin) = 62.4 kcal/mol
Highest occupied orbital energy = -9.282 eV

Each line ends with the Mulliken charge.
Geometry (Å):
O: -0.10709 -2.79531 -1.89251  -0.58
O: 3.33382 3.87646 -0.91211  -0.54
O: -3.10040 -0.52645 2.99794  -0.56
O: 0.65519 -0.19968 1.71861  -0.91
O: -2.07495 -2.64001 -4.08691  -0.53
O: -0.46304 -0.27669 4.50040  -0.45
O: 0.78014 -2.63648 3.29945  -0.53
O: -0.90638 1.37567 -3.04022  -0.37
O: -0.19386 3.08832 -0.44107  -0.53
O: -1.39639 4.18080 -3.79207  -0.54
O: 2.88398 -0.63766 3.47190  -0.55
N: 0.38086 -0.06709 -0.46897  0.00
N: 0.46511 -1.95570 0.45158  -0.29
C: 0.51574 -0.67185 0.62089  0.95
C: -0.87759 -2.02815 -4.12176  0.12
C: -1.98961 1.85125 -3.79729  -0.40
C: -1.44197 3.04420 -4.57730  -0.57
C: 1.02344 3.57477 -0.11206  -0.71
C: 2.08272 3.26034 -1.14138  -0.01
C: -1.59241 -0.89205 4.88564  -0.58
C: 0.23733 -2.76765 -3.19256  -0.72
C: 2.95765 -1.78691 4.27691  -0.36
C: 2.18647 -2.82986 3.42937  -0.38
C: -2.46806 -1.57521 3.80881  -0.26
H: -1.87706 3.20838 -5.56312  0.39
H: 3.99697 -2.03588 4.49121  0.33
H: 3.19562 4.81094 -0.74111  0.31
H: -2.30002 -0.05486 2.75586  0.30
H: -3.30114 -2.10627 4.26929  0.39
H: -0.40028 2.88053 -4.85333  0.25
H: 2.51449 -1.52647 5.23810  0.22
H: -2.27740 -0.18243 5.34965  0.39
H: -0.78620 1.93343 -2.26817  0.24
H: -2.07175 -2.27757 3.07551  0.14
H: 2.12153 -0.62204 2.88878  0.50
H: 1.71328 3.50753 -2.13662  0.21
H: 1.09140 4.63701 0.12275  0.59
H: 0.44088 -3.70869 -3.70357  0.43
H: -1.06197 -1.03549 -3.71098  -0.24
H: -1.36319 -1.58720 5.69331  0.35
H: 2.75369 -2.75845 2.50133  0.25
H: -0.65164 3.89205 -0.69808  0.30
H: 0.63628 -1.69806 3.15704  0.07
H: 0.46573 -2.50850 1.29686  0.30
H: -0.60863 0.60034 4.13816  0.30
H: -2.33243 -2.45502 -3.18077  0.35
H: -0.70676 -1.93572 -5.19432  0.41
H: -0.36504 -3.70389 -1.72064  0.29
H: 1.22691 -2.32868 -3.31952  0.35
H: -2.80210 2.10703 -3.11719  0.35
H: -2.21759 4.39135 -3.34162  0.32
H: 0.24381 0.93303 -0.50169  -0.31
H: 0.16456 -0.64159 -1.27101  0.06
H: -2.40018 1.18552 -4.55646  0.34
H: 2.22596 -3.79874 3.92719  0.39
H: 2.24819 2.18413 -1.19124  0.14
H: 1.31807 3.00229 0.76746  0.19
H: 0.27558 -2.27336 -0.48825  0.39



Question: Which of these has the highest max |F|?
Answer: C11H34N2O11



Copy entry 2 word for word.
Formula: CH2O3PS
Source: OMol25
Level of theory: ωB97M-V/def2-TZVPD

Values from the calculation:
Electronic energy = -27337.047 eV
Gap between HOMO and LUMO = 7.3 eV
Multiplicity = 1
Max |F| = 3.43 eV Å⁻¹
Energy relative to the best compared isomer or geometry (same formula, charge and spin) = 44.3 kcal/mol
Highest occupied orbital energy = -3.595 eV
Charge = -1

Each line ends with the Mulliken charge.
Geometry (Å):
S: -1.80232 -1.14495 1.24342  -0.53
P: -2.94460 0.22896 -0.40373  0.04
O: 0.00469 0.58293 -0.75586  -0.57
O: -1.26478 1.70214 1.48120  -0.51
O: -2.37293 0.01546 -1.70775  -0.44
C: -1.77051 0.83230 0.83636  0.44
H: 0.95410 0.63929 -0.72811  0.25
H: -0.23517 -0.15115 -0.10629  0.32